Entry 1:
13
Properties=species:S:1:pos:R:3 method="wB97M-V/def2-TZVPD" smiles="[H]/N=C(/CO)NN" total_charge=0 e_tot_ev=-8701.8283 e_homo_ev=-9.108 molar_mass_g_mol=89.10
C -0.35489 0.54370 -0.20664
C -0.91193 -0.87206 -0.06466
H 1.99824 -0.53726 0.91615
H 2.26658 -1.05132 -0.64366
H 1.68910 1.38160 -0.28941
H -0.53354 2.51171 -0.15917
H -0.71287 -1.13420 1.20814
H -0.34316 -1.73657 -0.64966
H -2.25875 0.17174 0.22999
N 1.57670 -0.70143 0.05000
N 0.95485 0.58803 -0.29348
N -1.12813 1.60292 0.10737
O -2.24218 -0.76686 -0.20497

Entry 2:
13
Properties=species:S:1:pos:R:3 method="wB97M-V/def2-TZVPD" total_charge=0 e_tot_ev=-8700.7924 e_homo_ev=-8.175 molar_mass_g_mol=89.10
C -0.94735 -1.10438 -0.80170
C 0.11412 1.13931 -0.59022
H -0.39677 -2.04148 -0.76565
H -1.24085 -0.70272 -1.94277
H -1.83075 -1.01229 -0.27737
H -0.25898 -0.29393 1.74451
H 0.82193 -1.29605 1.20171
H -0.31435 1.09332 -1.66176
H 1.44535 0.79205 1.10171
N 0.18260 -0.19794 -0.28469
N 0.51374 -0.38266 1.06386
N 0.54416 2.12415 0.06719
O 1.36715 1.88262 1.14517